{"formula": "C7H14N2", "method": "the ωB97M-V functional and the def2-TZVPD basis", "energy_ev": -10458.750, "elements": ["C", "C", "C", "C", "C", "C", "C", "H", "H", "H", "H", "H", "H", "H", "H", "H", "H", "H", "H", "H", "H", "N", "N"], "positions_angstrom": [[1.882, -0.196, 0.138], [1.275, 1.178, -0.456], [-1.338, 1.380, -1.026], [-1.436, -0.009, -0.367], [-1.850, -1.356, 0.552], [-0.217, -1.174, 0.718], [1.159, -1.092, 1.307], [1.910, -0.921, -0.707], [2.894, 0.049, 0.504], [2.088, 1.593, -1.068], [1.134, 1.891, 0.363], [0.279, 0.991, -2.270], [-1.538, 2.216, -0.317], [-1.981, 1.563, -1.903], [-0.932, -0.595, -1.155], [-2.190, -2.208, -0.064], [-2.529, -1.260, 1.427], [0.075, -1.581, -0.266], [1.311, -0.507, 2.243], [1.691, -2.041, 1.398], [-1.288, 0.327, 1.635], [0.110, 1.454, -1.388], [-0.510, 0.297, 0.703]], "mulliken_charge": [-0.61, -0.63, -0.86, 0.26, -0.81, 0.01, -0.74, 0.23, 0.41, 0.47, 0.25, 0.27, 0.26, 0.38, 0.21, 0.30, 0.31, 0.24, 0.34, 0.33, 0.30, -0.36, -0.54]}

***

{"formula": "C4H13N2S", "method": "the ωB97M-V functional and the def2-TZVPD basis", "s2": 0.753, "charge": 2, "energy_ev": -18153.864, "spin_multiplicity": 2, "elements": ["C", "N", "C", "C", "S", "C", "N", "H", "H", "H", "H", "H", "H", "H", "H", "H", "H", "H", "H", "H"], "positions_angstrom": [[-0.994, -0.086, 1.116], [0.147, 0.875, 1.018], [0.278, 1.451, -0.369], [-0.097, 0.509, -1.638], [1.062, 0.919, -3.057], [-0.535, -1.555, 0.894], [1.010, -1.555, 0.951], [-1.613, 0.265, 0.248], [-1.534, -0.087, 2.051], [-0.105, 1.632, 1.644], [1.308, 1.781, -0.554], [-0.355, 2.331, -0.425], [0.083, -0.536, -1.488], [-1.119, 0.751, -1.842], [0.380, 2.042, -3.404], [-0.948, -1.938, -0.042], [-0.727, -2.141, 1.793], [1.249, -2.377, 0.384], [1.270, -1.770, 1.915], [1.239, -0.509, 0.806]], "mulliken_charge": [-0.23, -0.54, -0.85, -0.59, 0.32, -0.81, -0.27, 0.18, 0.47, 0.31, 0.56, 0.44, 0.30, 0.55, 0.33, 0.36, 0.40, 0.35, 0.38, 0.33]}

***

{"formula": "C9H20Cl6O", "method": "the ωB97M-V functional and the def2-TZVPD basis", "smiles": "CC(C)O.ClCCCl.ClCCCl.ClCCCl", "energy_ev": -86839.239, "elements": ["C", "C", "C", "O", "H", "H", "H", "H", "H", "H", "H", "H", "Cl", "C", "C", "Cl", "H", "H", "H", "H", "Cl", "C", "C", "Cl", "H", "H", "H", "H", "Cl", "C", "C", "Cl", "H", "H", "H", "H"], "positions_angstrom": [[-0.321, 6.018, 0.192], [0.503, 4.750, 0.195], [0.206, 3.934, -1.077], [1.840, 5.203, 0.417], [-1.351, 5.792, -0.085], [0.125, 6.756, -0.474], [-0.397, 6.367, 1.222], [0.198, 4.146, 1.050], [-0.883, 3.961, -1.115], [0.622, 2.934, -0.958], [0.592, 4.487, -1.934], [2.412, 4.447, 0.565], [-1.282, -4.295, -0.088], [-1.933, -6.005, 0.115], [-3.512, -6.090, -0.188], [-4.122, -7.796, -0.064], [-1.642, -6.253, 1.136], [-1.278, -6.573, -0.546], [-3.516, -5.793, -1.237], [-4.004, -5.364, 0.459], [2.423, -0.936, -2.974], [1.529, -1.647, -1.584], [-0.003, -1.352, -1.781], [-0.403, 0.386, -1.629], [1.848, -1.119, -0.686], [1.537, -2.737, -1.563], [-0.570, -1.909, -1.035], [-0.330, -1.645, -2.779], [2.632, 0.973, 3.546], [1.667, 0.753, 2.012], [1.014, -0.629, 2.001], [2.308, -1.834, 1.683], [2.311, 0.950, 1.154], [0.957, 1.578, 1.960], [0.329, -0.637, 1.153], [0.493, -0.819, 2.939]], "mulliken_charge": [-1.50, 0.68, -0.83, -0.55, 0.40, 0.35, 0.36, 0.09, 0.33, 0.08, 0.29, 0.30, -0.15, -0.61, -0.35, -0.18, 0.35, 0.34, 0.28, 0.32, -0.20, 0.07, -0.34, -0.16, -0.12, 0.32, -0.07, 0.47, -0.19, -0.36, -0.24, -0.18, 0.31, 0.20, 0.08, 0.43]}

***

{"formula": "C47H50BN3O9P", "method": "the ωB97M-V functional and the def2-TZVPD basis", "charge": -1, "energy_ev": -82413.524, "elements": ["C", "C", "O", "C", "C", "P", "C", "N", "C", "C", "C", "C", "O", "N", "C", "C", "C", "O", "C", "O", "C", "C", "C", "C", "C", "C", "B", "N", "O", "H", "H", "H", "H", "H", "H", "H", "H", "H", "H", "H", "H", "H", "H", "H", "H", "H", "H", "H", "H", "H", "H", "H", "H", "H", "H", "H", "H", "H", "H", "H", "H", "H", "H", "C", "C", "C", "C", "C", "C", "C", "O", "C", "C", "C", "C", "C", "C", "C", "O", "H", "H", "H", "H", "H", "H", "H", "H", "C", "C", "C", "C", "C", "C", "C", "O", "C", "C", "C", "C", "C", "C", "C", "O", "H", "H", "H", "H", "H", "H", "H", "H"], "positions_angstrom": [[-2.724, -1.755, -5.331], [-1.798, -2.928, -5.064], [-2.024, -3.368, -3.754], [-0.973, -4.252, -3.271], [-0.925, -4.128, -1.761], [0.715, -4.317, -0.786], [2.309, -4.468, 0.312], [3.361, -3.455, 0.102], [4.718, -3.968, -0.073], [1.841, -4.634, -2.335], [2.433, -3.419, -3.005], [2.741, -3.569, -4.473], [1.641, -2.713, -3.869], [-0.242, -4.086, 0.777], [-1.458, -3.977, 1.046], [-2.267, -2.694, 0.942], [-2.314, -5.099, 1.624], [1.010, -2.512, -1.026], [0.943, -1.579, -0.143], [1.270, -1.575, 1.024], [0.579, -0.245, -0.767], [-0.531, 0.507, -0.417], [-0.773, 1.710, -1.072], [0.106, 2.185, -2.043], [1.227, 1.444, -2.399], [1.451, 0.233, -1.748], [0.443, -6.269, -0.618], [0.561, -7.052, 0.604], [0.073, -7.021, -1.729], [-2.456, -0.980, -4.618], [-2.506, -1.336, -6.310], [-3.769, -2.024, -5.231], [-2.029, -3.738, -5.768], [-0.779, -2.566, -5.203], [-1.290, -5.255, -3.570], [-0.089, -4.020, -3.847], [-1.315, -3.136, -1.550], [-1.611, -4.885, -1.393], [2.763, -5.450, 0.190], [2.007, -4.435, 1.360], [3.380, -2.798, 0.863], [5.408, -3.324, 0.472], [4.863, -4.975, 0.324], [5.022, -3.912, -1.119], [1.469, -5.286, -3.121], [2.774, -5.108, -2.014], [3.159, -2.865, -2.435], [2.148, -4.242, -5.072], [3.268, -2.771, -4.975], [-2.566, -2.474, 1.968], [-3.189, -2.832, 0.383], [-1.663, -1.862, 0.604], [-2.847, -4.775, 2.517], [-3.069, -5.311, 0.866], [-1.732, -5.993, 1.807], [-1.201, 0.170, 0.358], [-1.644, 2.310, -0.851], [-0.064, 3.128, -2.541], [1.933, 1.768, -3.146], [2.315, -0.352, -2.025], [1.239, -7.799, 0.558], [0.685, -6.487, 1.432], [-0.172, -7.906, -1.444], [-7.722, 3.410, 4.534], [-7.641, 3.342, 5.921], [-6.578, 2.691, 6.523], [-5.596, 2.096, 5.741], [-5.688, 2.148, 4.350], [-6.749, 2.814, 3.751], [-4.669, 1.479, 3.488], [-4.752, 1.533, 2.279], [-3.560, 0.744, 4.156], [-2.628, 0.069, 3.379], [-1.581, -0.610, 3.981], [-1.458, -0.608, 5.366], [-2.387, 0.059, 6.149], [-3.444, 0.730, 5.550], [-4.448, 1.414, 6.408], [-4.346, 1.419, 7.618], [-8.549, 3.926, 4.065], [-8.408, 3.799, 6.532], [-6.506, 2.638, 7.600], [-6.808, 2.859, 2.672], [-2.721, 0.070, 2.302], [-0.860, -1.139, 3.370], [-0.637, -1.134, 5.835], [-2.297, 0.058, 7.226], [2.758, 3.290, 0.069], [2.524, 4.046, 1.211], [2.744, 5.414, 1.201], [3.210, 6.033, 0.049], [3.465, 5.269, -1.096], [3.228, 3.901, -1.082], [4.006, 5.899, -2.330], [4.225, 5.247, -3.329], [4.282, 7.367, -2.307], [4.836, 7.969, -3.429], [5.087, 9.330, -3.430], [4.777, 10.098, -2.312], [4.229, 9.502, -1.190], [3.987, 8.134, -1.180], [3.424, 7.504, 0.051], [3.156, 8.181, 1.023], [2.573, 2.223, 0.076], [2.167, 3.564, 2.111], [2.557, 6.006, 2.086], [3.414, 3.314, -1.969], [5.071, 7.367, -4.295], [5.523, 9.797, -4.304], [4.968, 11.164, -2.318], [3.989, 10.092, -0.317]], "mulliken_charge": [-1.29, -0.03, -0.36, -0.31, -1.14, 1.59, -1.84, 0.13, -1.13, -2.23, 0.51, -1.10, -0.35, -0.04, 0.71, -0.45, -1.90, 0.39, -0.47, -0.71, 0.91, 0.32, -1.04, -0.63, -1.17, -0.07, 1.57, -0.72, -0.71, 0.25, 0.39, 0.31, 0.28, 0.20, 0.26, -0.24, 0.24, 0.35, 0.46, 0.13, 0.28, 0.45, 0.31, 0.22, 0.74, 0.77, 0.50, 0.28, 0.33, 0.50, 0.33, -0.63, 0.47, 0.31, 0.36, 0.17, 0.50, 0.48, 0.64, 0.26, 0.21, 0.22, 0.26, -0.48, -0.45, -0.55, 0.15, 0.17, -0.51, 0.49, -0.67, -0.38, -0.40, -0.07, -0.86, -0.53, 0.25, 0.58, -0.68, 0.39, 0.39, 0.47, 0.48, 0.62, 0.64, 0.43, 0.47, -0.31, -0.75, -0.60, 0.24, 0.23, -0.72, 0.56, -0.66, 0.18, -0.54, -0.46, -0.46, -0.56, 0.14, 0.62, -0.67, 0.57, 0.46, 0.47, 0.52, 0.47, 0.39, 0.39, 0.47]}